[1]
DFT (ωB97M-V/def2-TZVPD) results for a single C4H8F2 molecule at a distorted geometry.

XYZ file:
```
14
Properties=species:S:1:pos:R:3:forces:R:3:nbo_charge:R:1
C -0.0572 -1.6272 0.6025 0.0 2.2 4.7 -0.62
C -0.6951 -0.2427 0.4414 0.0 3.5 1.8 -0.29
C -0.1678 0.8237 1.5074 0.7 -4.7 4.8 -0.65
C -0.1688 0.5395 -0.7699 -2.6 5.6 9.3 0.59
H -0.5455 -2.0107 1.5482 0.3 -0.3 -1.4 0.22
H -0.1097 -2.2149 -0.2109 -0.8 -2.3 -2.7 0.21
H 1.0154 -1.6513 0.8999 -0.5 0.8 -0.4 0.22
H -1.7891 -0.1505 0.5944 0.4 -0.8 -0.7 0.21
H -0.4457 0.4975 2.5660 -1.1 0.0 -1.0 0.20
H -0.5931 1.8007 1.5345 0.6 1.0 -0.8 0.23
H 0.9027 0.5054 1.8261 -1.1 1.9 -1.5 0.24
H -0.7161 1.6656 -0.8460 1.5 -2.9 -0.4 0.10
F 1.1023 0.6821 -0.3582 3.0 1.7 -1.2 -0.37
F -0.1229 -0.1713 -1.7085 -0.3 -5.6 -10.5 -0.29
```
Forces are in eV/Å.

gap between HOMO and LUMO = 11.700 eV
structure (SMILES) = CC(C)C(F)F


[2]
DFT (ωB97M-V/def2-TZVPD) results for a molecular structure, C8H18I2O2P at a distorted geometry.

XYZ file:
```
31
Properties=species:S:1:pos:R:3:forces:R:3:nbo_charge:R:1
C -1.2551 -0.0392 0.9842 0.5 0.9 -0.1 -0.65
C 0.2382 0.3162 1.2278 -1.3 -1.7 1.3 -0.11
O 0.9766 0.1383 -0.0139 0.7 2.9 -1.2 -0.75
P 1.3596 1.5469 -0.7719 -0.5 -2.0 -0.2 1.37
C 0.0521 2.8468 -0.8109 0.5 0.7 0.3 -0.72
I 0.5344 4.0654 -2.5778 0.1 -0.6 0.4 0.24
C -0.0548 3.8286 0.4102 -1.4 0.0 0.2 -0.36
C -1.3220 3.5578 1.3046 0.9 -0.2 -0.5 -0.64
I 1.6971 4.0054 1.6585 -0.2 0.0 -0.3 0.16
H -1.3687 -1.0849 0.6511 0.1 0.6 0.2 0.29
H -1.8148 0.1477 1.9170 0.2 -0.2 -0.4 0.23
H -1.6545 0.6477 0.2089 0.0 -0.5 0.4 0.18
H 0.4014 1.2868 1.7269 0.0 -0.2 -0.6 0.19
H 0.6305 -0.4521 1.9231 0.1 0.5 -0.5 0.23
H 2.6234 1.9937 -0.3059 -0.7 0.1 -0.1 0.06
H 1.5839 1.1716 -2.1287 -0.2 0.0 0.7 0.04
H -0.9396 2.4156 -1.0309 0.6 -0.1 0.1 0.29
H -0.2313 4.8333 -0.0095 0.5 -0.5 0.3 0.25
H -1.3264 2.5480 1.7423 0.0 0.4 -0.2 0.22
H -1.2915 4.2900 2.1243 -0.4 -0.2 -0.4 0.25
H -2.2186 3.6683 0.6647 0.3 0.1 0.5 0.23
C -0.4382 -5.2085 -0.8233 -0.3 0.1 0.1 -0.72
C -0.0587 -3.7631 -0.6563 -0.2 0.0 0.1 0.62
O -0.8394 -2.9555 -0.1973 0.1 0.0 -0.1 -0.58
C 1.3280 -3.3586 -1.0812 0.0 0.3 0.1 -0.72
H -1.4601 -5.3566 -0.4782 0.0 0.0 0.0 0.24
H -0.3780 -5.4899 -1.8758 0.2 -0.1 0.0 0.24
H 0.2277 -5.8387 -0.2316 0.1 -0.1 -0.2 0.24
H 1.4646 -3.5601 -2.1449 0.1 -0.2 0.1 0.24
H 2.0703 -3.9088 -0.5009 0.0 -0.1 -0.2 0.24
H 1.4638 -2.2920 -0.9046 0.0 -0.1 0.0 0.22
```
Forces are in eV/Å.

gap between HOMO and LUMO = 8.025 eV
total charge = +1


[3]
DFT (ωB97M-V/def2-TZVPD) results for a single C14H20N2OS molecule.

XYZ file:
```
38
Properties=species:S:1:pos:R:3:forces:R:3:nbo_charge:R:1
C 2.6986 0.7925 -2.6194 0.0 0.0 0.0 -0.63
C 2.3725 0.0207 -1.3774 0.1 0.0 0.1 0.01
C 1.2158 -0.7485 -1.3311 0.0 -0.1 0.1 -0.25
C 0.8844 -1.4504 -0.1774 0.3 0.3 -0.1 0.15
C 1.7460 -1.4172 0.9180 0.0 0.0 -0.1 -0.26
C 2.9062 -0.6632 0.8813 -0.1 0.0 0.0 0.03
C 3.2006 0.0645 -0.2671 -0.1 0.0 -0.1 -0.24
H 4.1007 0.6614 -0.2962 0.1 0.1 0.0 0.21
C 3.8411 -0.6334 2.0516 0.0 0.0 0.0 -0.63
H 4.1661 0.3844 2.2576 0.0 0.0 0.1 0.22
H 3.3675 -1.0394 2.9416 0.0 0.0 0.1 0.22
H 4.7279 -1.2286 1.8336 0.1 0.0 0.1 0.22
H 1.4964 -1.9847 1.8034 -0.1 0.0 0.1 0.21
N -0.2844 -2.2169 -0.0834 0.1 -0.2 0.1 -0.61
C -1.5528 -1.8853 -0.4530 -0.1 0.0 -0.1 0.31
N -1.7452 -0.7263 -1.1078 0.6 0.1 0.3 -0.61
H -0.9860 -0.0544 -1.1030 0.0 -0.1 0.0 0.41
C -3.0348 -0.1074 -1.2669 -0.4 0.5 0.0 -0.24
H -3.8116 -0.8524 -1.0880 0.1 0.1 -0.1 0.25
H -3.1162 0.2711 -2.2897 -0.1 0.0 0.0 0.20
C -3.1731 1.0674 -0.2840 -0.3 -0.4 -0.2 0.09
H -4.1028 1.6063 -0.5126 0.1 -0.1 0.0 0.18
C -3.1346 0.6288 1.1935 0.1 0.1 -0.1 -0.45
H -3.2786 -0.4444 1.2937 0.0 0.0 0.0 0.24
H -3.9180 1.1364 1.7554 0.0 0.0 0.0 0.21
C -1.7553 1.0848 1.6721 0.0 0.2 -0.2 -0.43
H -1.7413 1.3568 2.7245 0.0 0.0 0.1 0.22
C -1.4978 2.2820 0.7598 0.2 0.1 0.4 -0.07
H -0.4391 2.4952 0.5991 -0.1 0.0 0.0 0.19
O -2.0623 1.9395 -0.4895 0.0 -0.1 -0.3 -0.54
H -1.9881 3.1819 1.1586 0.1 0.0 0.0 0.16
H -1.0058 0.3108 1.5008 0.0 0.0 0.0 0.20
S -2.7739 -2.9437 -0.0844 -0.5 -0.5 0.2 -0.29
H -0.2422 -3.0344 0.5108 -0.2 0.1 -0.2 0.42
H 0.5994 -0.8309 -2.2136 -0.1 0.0 -0.1 0.22
H 3.7216 1.1584 -2.5940 0.1 0.0 0.0 0.22
H 2.0301 1.6484 -2.7143 0.0 0.1 -0.1 0.22
H 2.5688 0.1700 -3.5025 0.0 0.0 -0.1 0.22
```
Forces are in eV/Å.

gap between HOMO and LUMO = 8.752 eV
structure (SMILES) = Cc1cc(C)cc(NC(=S)NC[C@H]2CCCO2)c1


[4]
DFT (ωB97M-V/def2-TZVPD) results for 2 unconnected molecules or ions with the total composition C2H8N2S at a distorted geometry.

XYZ file:
```
13
Properties=species:S:1:pos:R:3:forces:R:3:nbo_charge:R:1
C -1.3024 -0.4102 1.0187 -1.3 0.8 -1.2 -0.47
C 1.6389 0.0885 -1.1214 -0.4 0.6 0.4 -0.45
N -0.4978 0.6585 0.5246 0.8 1.3 -1.6 -0.46
N 0.1982 0.3359 -1.3903 -1.0 0.8 2.5 -0.49
S -0.6488 -0.9600 -1.9952 0.6 -0.9 0.1 0.23
H -2.2244 -0.5490 0.4093 0.6 0.2 0.2 0.20
H -0.7750 -1.2869 1.0059 1.2 -2.8 -0.1 0.17
H -1.6629 -0.3218 2.0409 0.2 0.8 0.2 0.23
H 2.2363 1.0372 -1.0240 -1.1 -0.6 -0.1 0.21
H 1.7588 -0.4497 -0.1572 0.3 -0.2 -0.8 0.19
H 2.0391 -0.4098 -1.9981 0.2 -0.5 0.2 0.22
H 0.4495 0.6156 0.9090 -0.4 -0.1 0.0 0.32
H -1.6655 -0.3994 -2.6709 0.2 0.6 0.1 0.11
```
Forces are in eV/Å.

gap between HOMO and LUMO (alpha / beta) = 8.654 / 8.555 eV


[5]
DFT (ωB97M-V/def2-TZVPD) results for 2 unconnected molecules or ions with the total composition C16H24N2O at a distorted geometry.

XYZ file:
```
43
Properties=species:S:1:pos:R:3:forces:R:3:nbo_charge:R:1
C 2.1833 3.0478 3.3464 0.1 0.0 0.3 -0.18
C 0.8535 3.3291 3.5830 -0.1 0.0 0.4 -0.22
C -0.0199 3.4745 2.5295 -0.3 0.0 -0.4 -0.18
C 0.4294 3.3374 1.2215 0.3 -0.1 0.5 -0.12
C -0.4688 3.4770 0.0786 -0.2 0.0 -0.2 0.40
O -0.1384 3.3281 -1.0652 0.5 -0.2 -0.8 -0.53
C 1.7688 3.0565 0.9979 0.1 0.0 -0.3 -0.17
C 2.6407 2.9131 2.0532 0.2 -0.1 -0.2 -0.22
H 2.8647 2.9317 4.1728 0.1 0.0 0.2 0.22
H 0.5021 3.4331 4.5955 -0.1 0.0 0.2 0.22
H -1.0567 3.6938 2.7152 -0.3 0.1 0.0 0.21
H -1.5051 3.7299 0.2521 -0.8 0.2 0.6 0.11
H 2.1114 2.9546 -0.0174 0.1 0.0 -0.2 0.23
H 3.6796 2.6956 1.8683 0.2 0.0 0.0 0.22
C 2.4053 -2.6645 0.3513 0.0 0.2 -0.1 -0.41
C 2.3208 -3.8916 -0.5859 0.0 0.0 -0.2 -0.41
C 0.8914 -3.8977 -1.1544 -0.9 1.2 0.3 -0.21
N 0.3382 -2.5170 -0.9133 1.0 -0.1 -0.1 -0.44
C -1.1324 -2.3306 -0.9828 1.2 -0.2 -0.1 -0.21
C -1.5383 -0.8585 -0.8668 0.3 0.6 -0.1 -0.06
C -3.0621 -0.6073 -0.8631 0.1 -0.1 -0.2 -0.41
C -3.2396 0.7634 -1.5378 0.0 0.1 0.1 -0.41
C -2.0606 0.8582 -2.5131 0.2 -0.2 -0.1 -0.23
N -0.9993 -0.0387 -1.9953 -0.2 0.2 0.5 -0.63
C 1.0267 -1.9829 0.2932 -0.7 -0.5 -0.7 -0.22
H 2.6654 -2.9504 1.3765 -0.1 0.0 -0.2 0.21
H 3.1910 -1.9753 0.0194 -0.2 -0.1 0.0 0.21
H 3.0596 -3.8138 -1.3926 -0.2 0.0 0.1 0.21
H 2.5444 -4.8236 -0.0549 -0.1 0.2 -0.1 0.21
H 0.8599 -4.1210 -2.2242 0.0 0.0 0.1 0.20
H 0.2593 -4.6252 -0.6358 0.0 -0.3 0.1 0.16
H -1.4878 -2.7276 -1.9382 0.1 0.1 0.0 0.20
H -1.6110 -2.9258 -0.2009 -0.3 0.0 0.4 0.16
H -1.1322 -0.4624 0.0752 0.0 -0.1 0.0 0.17
H -3.5589 -1.3841 -1.4505 0.0 0.0 -0.1 0.20
H -3.4883 -0.6435 0.1451 0.1 0.0 -0.2 0.21
H -4.2057 0.8676 -2.0469 0.2 -0.1 0.1 0.21
H -3.1852 1.5712 -0.7975 0.1 -0.1 0.0 0.19
H -2.3500 0.5035 -3.5088 -0.1 0.0 0.1 0.17
H -1.6967 1.8867 -2.6358 0.0 -0.3 0.1 0.21
H -0.1904 0.5050 -1.6898 -0.4 -0.3 -0.2 0.37
H 0.4262 -2.2218 1.1771 0.0 0.0 0.4 0.16
H 1.1056 -0.8947 0.2190 0.0 -0.1 0.1 0.19
```
Forces are in eV/Å.

gap between HOMO and LUMO = 7.825 eV
structure (SMILES) = C1CN[C@H](CN2CCCC2)C1.O=Cc1ccccc1


[6]
DFT (ωB97M-V/def2-TZVPD) results for a molecular structure, C32H39BKN9O5.

XYZ file:
```
87
Properties=species:S:1:pos:R:3:forces:R:3:lowdin_charge:R:1
K 0.6700 -0.3890 0.3949 0.0 -0.1 -0.1 0.72
O 5.5833 0.5379 0.3747 -0.2 0.0 0.0 0.03
C 6.1479 -0.5508 -0.1547 0.0 -0.1 0.0 -0.29
C 7.5074 -0.5047 -0.4849 0.0 0.0 0.0 -0.04
C 8.1305 -1.6035 -1.0450 0.0 0.0 0.0 -0.12
C 7.4134 -2.7716 -1.2882 0.0 0.0 0.0 -0.13
C 6.0673 -2.8185 -0.9624 0.0 0.0 0.0 -0.05
C 5.4125 -1.7287 -0.3962 0.0 0.1 0.0 -0.08
C 3.9471 -1.7686 -0.0710 -0.1 0.0 0.0 -0.46
O 3.4235 -0.7344 0.4415 0.2 0.0 -0.1 -0.08
N 3.3417 -2.9178 -0.3388 0.0 0.0 0.0 0.03
N 1.9878 -2.8051 -0.2354 0.1 -0.1 0.1 -0.03
C 1.3351 -3.8774 -0.0220 -0.2 0.1 0.0 -0.12
C -0.1367 -3.8319 0.0672 0.1 -0.1 0.0 -0.27
C -0.8215 -4.8604 0.7152 0.0 0.0 0.0 -0.04
C -2.1932 -4.7656 0.8656 0.0 0.0 0.0 -0.09
C -2.8449 -3.6497 0.3689 0.0 0.0 0.0 -0.08
C -2.0843 -2.6806 -0.2729 0.0 0.0 0.0 -0.13
N -0.7727 -2.7747 -0.4442 0.0 0.1 0.0 0.10
H 4.6006 0.2802 0.4785 0.1 0.0 0.1 0.07
H 8.0438 0.4165 -0.2918 0.0 0.0 0.0 0.10
H 9.1840 -1.5482 -1.2976 0.0 0.0 0.0 0.09
H 7.8982 -3.6340 -1.7294 0.0 0.0 0.0 0.08
H 5.4775 -3.7078 -1.1421 0.0 0.0 0.0 0.10
H 1.8360 -4.8291 0.1736 0.0 0.0 -0.1 0.11
H -0.2687 -5.6993 1.1198 0.0 0.0 0.0 0.10
H -2.7413 -5.5428 1.3854 0.0 0.0 0.0 0.09
H -3.9108 -3.5099 0.4904 0.0 0.0 0.0 0.09
H -2.5449 -1.7734 -0.6478 0.0 0.0 0.0 0.11
C -3.8515 2.4915 -1.4758 0.0 0.0 0.0 -0.04
C -2.4763 2.7225 -2.0177 0.0 -0.1 0.0 -0.36
C -2.0820 2.8969 -3.3551 0.0 0.0 0.0 -0.01
C -0.7116 3.0678 -3.2950 0.0 0.0 0.0 -0.30
C 0.2907 3.2328 -4.3879 0.0 0.0 0.0 -0.03
N -0.3521 3.0023 -2.0008 0.0 0.0 0.0 0.01
N -1.4256 2.7793 -1.2089 0.0 0.0 0.0 0.13
B 1.0980 3.1205 -1.4734 -0.1 0.0 0.0 -0.54
N 1.8853 1.8571 -1.8898 0.1 0.1 0.0 0.01
N 1.2724 0.7166 -2.2899 0.0 0.0 0.0 0.09
C 2.2317 -0.0919 -2.7197 0.0 0.0 0.0 -0.37
C 1.8992 -1.4572 -3.2324 0.0 0.0 0.0 -0.04
C 3.4907 0.5278 -2.6022 0.0 0.0 0.0 0.00
C 3.2225 1.7688 -2.0613 -0.1 -0.1 0.0 -0.29
C 4.1544 2.8619 -1.6590 0.0 0.0 0.0 -0.03
N 1.1208 3.3401 0.0465 -0.1 -0.1 0.1 0.01
N 0.9837 2.3070 0.9156 0.1 0.2 0.0 0.08
C 1.0340 2.8264 2.1329 -0.1 -0.2 0.1 -0.37
C 0.9321 1.9583 3.3481 0.0 0.0 0.0 -0.03
C 1.1816 4.2232 2.0637 0.0 0.1 -0.1 -0.01
C 1.2283 4.5060 0.7128 0.0 0.0 0.0 -0.30
C 1.3693 5.8247 0.0260 0.0 0.0 0.0 -0.04
H -4.5172 2.1371 -2.2651 0.0 0.0 0.0 0.07
H -4.2783 3.4095 -1.0624 0.0 0.0 0.0 0.07
H -3.8209 1.7423 -0.6849 0.0 0.0 0.0 0.05
H -2.6974 2.8746 -4.2411 0.0 0.0 0.0 0.09
H -0.2170 3.3093 -5.3500 0.0 0.0 0.0 0.07
H 0.9678 2.3760 -4.4141 0.0 0.0 0.0 0.07
H 0.9004 4.1267 -4.2385 0.0 0.0 0.0 0.07
H 1.6231 4.0828 -1.9964 0.0 0.0 0.0 0.11
H 0.9470 -1.7852 -2.8156 0.0 0.0 0.0 0.06
H 2.6631 -2.1766 -2.9352 0.0 0.0 0.0 0.06
H 1.8221 -1.4627 -4.3242 0.0 0.0 0.0 0.06
H 4.4626 0.1111 -2.8170 0.0 0.0 0.0 0.11
H 5.1835 2.5283 -1.7833 0.0 0.0 0.0 0.07
H 4.0130 3.1257 -0.6087 0.0 0.0 0.0 0.08
H 3.9891 3.7657 -2.2517 0.0 0.0 0.0 0.07
H 0.7112 0.9257 3.0754 0.0 0.0 0.0 0.06
H 0.1284 2.2905 4.0085 0.0 0.0 0.0 0.08
H 1.8627 1.9730 3.9197 0.0 0.0 0.0 0.07
H 1.2363 4.9282 2.8782 0.0 0.0 0.0 0.09
H 1.3896 6.6212 0.7709 0.0 0.0 0.0 0.07
H 0.5413 6.0107 -0.6600 0.0 0.0 0.0 0.08
H 2.2901 5.8684 -0.5583 0.0 0.0 0.0 0.07
C -2.6082 1.9776 2.3498 0.0 0.0 0.0 -0.02
C -2.5957 0.5265 1.8832 -0.1 0.0 0.1 -0.52
C -4.0197 -0.0245 1.8385 0.0 0.0 0.0 -0.03
O -2.0923 0.4497 0.5469 0.1 -0.1 0.0 -0.10
C -1.7822 -0.3613 2.8999 0.0 0.0 0.0 -0.67
O -2.2028 -0.3037 4.0750 0.0 0.0 0.0 -0.05
O -0.8295 -1.0382 2.4470 -0.1 0.1 0.1 -0.12
H -3.2807 2.5715 1.7219 0.0 0.0 0.0 0.08
H -1.6105 2.4138 2.2710 0.0 0.0 0.0 0.07
H -2.9356 2.0210 3.3871 0.0 0.0 0.0 0.08
H -4.6517 0.6044 1.2026 0.0 0.0 0.0 0.07
H -4.4294 -0.0661 2.8461 0.0 0.0 0.0 0.08
H -4.0081 -1.0355 1.4235 0.0 0.0 0.0 0.07
H -1.6636 1.2846 0.2961 -0.1 0.1 0.0 0.04
```
Forces are in eV/Å.

gap between HOMO and LUMO = 6.980 eV
total charge = -2


Table of electronic energy (eV), in record order: -9709.7331; -38165.6738; -30706.3190; -16014.9933; -22008.2664; -74474.2149